Density functional theory data (wB97M-V/def2-TZVPD) for a molecular structure, C26H33MgO4 at a distorted geometry.

Geometry as XYZ:
```
64
Properties=species:S:1:pos:R:3:forces:R:3:mulliken_charge:R:1
O 0.44590 -0.30550 -4.60462 -0.417 1.117 -1.764 -0.3605
C 0.12402 1.00659 -5.21287 0.175 0.511 0.668 -0.4626
C 0.00916 0.48921 -6.63147 0.143 0.036 0.771 -0.8421
H 0.94402 1.70677 -5.01493 -0.334 -0.003 -0.030 0.3915
H -0.83776 1.41155 -4.86425 0.494 -0.188 0.084 0.1740
C 0.18276 -0.87400 -5.91783 0.169 -0.406 -1.133 1.6727
H 0.83865 0.84201 -7.25703 -0.381 -0.424 -0.101 0.3167
H -0.98789 0.67884 -7.04854 0.487 -0.163 -0.234 0.2842
C 1.35675 -1.66476 -6.42087 0.071 -0.371 -0.001 -1.8116
H 2.28901 -1.11433 -6.33842 0.040 0.196 0.022 0.3873
H 1.20872 -1.95034 -7.46028 -0.057 0.050 -0.155 0.3914
H 1.45774 -2.57954 -5.85365 0.110 -0.320 0.267 0.3948
C -1.09730 -1.66261 -5.90759 -0.220 -0.333 0.191 -1.7549
H -1.92556 -1.06256 -5.52672 0.009 0.032 -0.075 0.3631
H -0.99625 -2.52934 -5.25805 0.000 -0.123 0.105 0.3766
H -1.35188 -2.01656 -6.90706 0.020 0.047 -0.060 0.4067
Mg 0.76103 -0.33339 1.18104 -1.838 -0.342 1.313 1.1244
C -2.41932 -0.91885 2.93096 -0.337 0.653 -0.458 -0.4413
C -2.40528 0.49357 3.09857 -0.408 -0.414 -0.777 -0.5699
C -2.58992 1.08796 1.81807 -0.267 -0.606 0.129 -0.8430
H -2.31167 1.02769 4.04051 0.155 -0.135 -0.212 0.5386
C -2.77272 0.03967 0.87101 0.220 -0.075 0.703 -0.3405
C -2.62106 -1.20079 1.55387 -0.321 0.771 0.213 -0.9922
H -2.66816 -2.18538 1.09882 -0.079 0.028 0.044 0.4779
H -2.29265 -1.65716 3.71614 0.100 0.209 -0.131 0.4220
H -2.59778 2.15189 1.59223 -0.133 -0.065 0.093 0.3840
H -3.04433 0.16200 -0.16932 0.110 0.026 -0.080 0.6491
C 0.99059 -2.36848 3.11933 0.708 -0.588 -0.864 -0.4279
C -0.00046 -2.85224 2.24095 0.830 -0.066 -0.439 -0.5343
C 0.47546 -2.73600 0.90717 0.352 -0.307 0.644 -0.6183
H -0.93690 -3.30421 2.54830 0.101 0.349 -0.155 0.6214
C 1.82165 -2.21478 0.96973 -0.034 0.024 -0.238 -1.0740
C 2.11040 -1.94152 2.35010 -0.272 -1.090 0.249 -0.6701
H 3.05892 -1.59870 2.75588 -0.220 0.063 -0.169 0.4433
H 0.92227 -2.40465 4.19783 -0.003 0.319 -0.231 0.5549
H -0.01416 -3.14858 0.02943 0.093 0.252 0.094 0.6263
H 2.51405 -2.15402 0.12609 -0.127 -0.056 0.302 0.5642
O -0.22896 0.26388 -0.52658 0.409 0.042 -0.479 -0.0982
C -0.76257 -0.64711 -1.57198 0.170 -0.231 0.367 -0.9540
C -1.44443 0.29785 -2.54772 -0.042 0.307 0.309 0.4222
H -1.41418 -1.41651 -1.10884 0.477 0.751 0.032 0.2432
H 0.13099 -1.11740 -2.04155 -0.699 0.142 0.163 0.5004
C -0.40007 1.42230 -2.53664 0.330 -0.250 -0.540 -0.7489
H -2.43025 0.65656 -2.19423 0.557 -0.227 0.115 0.3615
H -1.58515 -0.14435 -3.53166 0.133 -0.072 0.164 -0.3126
C -0.11344 1.60836 -1.07669 -0.428 -0.084 0.128 -0.4237
H -0.70778 2.32166 -3.07111 0.018 0.124 0.384 0.4669
H 0.51761 1.02948 -3.00528 -0.456 0.299 0.275 0.1528
H -0.88429 2.26951 -0.65128 0.412 -0.341 0.461 0.2452
H 0.91058 1.97148 -0.90177 -0.405 0.050 0.163 0.3073
O -0.21154 -0.40059 4.65549 1.358 1.109 -0.846 -0.5490
C 0.52786 0.44909 4.12968 -1.116 -1.168 -0.088 0.3214
O 0.79555 0.59779 2.86341 0.020 0.512 0.622 -0.8000
C 1.17463 1.41194 5.08480 0.355 0.584 0.511 0.1796
C 1.82252 2.59092 4.69236 -0.010 -0.133 0.516 -0.1163
C 2.35108 3.44800 5.66784 -0.045 -0.101 0.430 -0.5401
C 2.24214 3.13329 7.03625 -0.131 -0.218 -0.381 -0.3598
C 1.60023 1.94847 7.42422 0.040 0.119 -0.445 -0.5359
C 1.06989 1.10493 6.45249 0.053 0.240 -0.140 -0.3898
H 1.89322 2.83456 3.63414 -0.025 -0.096 0.211 0.3479
H 2.85028 4.37901 5.37857 -0.196 -0.343 0.042 0.3437
H 2.64119 3.80474 7.79905 -0.053 -0.124 -0.279 0.3500
H 1.48640 1.66426 8.46960 0.125 0.234 -0.143 0.3634
H 0.52841 0.19841 6.72489 0.208 0.264 -0.134 0.4011
```
Forces are in eV/Å.

Results
Energy relative to the best compared isomer or geometry (same formula, charge and spin): 0.0 kcal per mole
Net charge: -1
HOMO energy: -2.327 eV
Kohn-Sham gap: 4.3 eV
LUMO level: 0.071 Eh
Energy: -1511.5534 hartree